Below is an isolated molecule of C3H8N2OS, with properties calculated with wB97M-V/def2-TZVPD.

Each line ends with the Löwdin charge.
Atoms and positions in Å:
N  -1.2282  0.9212  -1.7548  0.13
C  0.0857  0.4219  -1.9383  -0.60
O  0.8366  0.5858  -2.8706  0.06
N  0.4212  -0.5507  -0.9789  0.04
C  -0.1717  -0.7504  0.3486  -0.27
C  0.5637  -0.0119  1.5165  -0.61
S  -0.1086  -0.3316  3.0958  0.73
H  -1.3188  1.7006  -2.4110  0.10
H  -1.3441  1.3795  -0.8584  0.08
H  1.4371  -0.5082  -1.0324  0.13
H  -1.1922  -0.3785  0.2562  0.09
H  -0.3443  -1.8233  0.4548  0.11
H  1.6340  -0.1776  1.3855  0.08
H  0.2423  1.0155  1.3613  0.06
H  0.4873  -1.4921  3.4257  -0.13

Atomic forces in eV per Å
0.856 1.556 -1.063
-0.862 -1.797 1.284
-0.551 0.817 -0.134
1.182 1.250 -0.030
-0.541 0.122 -0.746
-0.701 -0.667 -2.321
-0.328 -0.406 1.495
-0.252 -0.445 -0.188
-0.012 -0.471 0.333
-0.077 -0.890 0.397
-0.040 0.109 0.311
0.573 -0.038 0.555
-0.021 0.383 0.390
0.794 0.397 -0.019
-0.019 0.080 -0.265

Computed properties:
ΔE to the lowest compared entry with this formula, charge and spin: 65.03 kJ/mol
structure (SMILES): NC(=O)NCCS
orbital gap: 9.9581 eV